{
  "formula": "C26H27AsMnN8O8S3",
  "method": "ωB97M-V with the def2-TZVPD basis set",
  "symbols": ["Mn", "C", "C", "N", "C", "S", "N", "N", "C", "C", "C", "C", "C", "C", "C", "N", "H", "H", "H", "H", "H", "H", "H", "H", "H", "H", "H", "H", "H", "O", "As", "O", "O", "C", "C", "C", "C", "C", "C", "S", "O", "O", "O", "H", "H", "H", "H", "H", "N", "C", "C", "C", "C", "C", "C", "S", "O", "O", "N", "C", "N", "C", "C", "C", "N", "H", "H", "H", "H", "H", "H", "H", "H", "H"],
  "xyz": [[0.606, 0.092, 0.381], [1.112, -4.768, 1.523], [-0.033, -5.044, 0.558], [-0.038, -4.166, -0.599], [-0.421, -2.864, -0.547], [-1.200, -2.204, 0.820], [-0.187, -2.218, -1.710], [-0.187, -0.894, -1.591], [-0.279, -0.163, -2.652], [-0.480, -0.717, -4.031], [-0.173, 1.286, -2.450], [-0.405, 2.203, -3.480], [-0.321, 3.557, -3.214], [-0.009, 3.983, -1.933], [0.228, 3.013, -0.971], [0.153, 1.713, -1.221], [1.097, -5.481, 2.353], [1.018, -3.759, 1.921], [2.085, -4.822, 1.033], [-0.988, -4.908, 1.067], [0.006, -6.071, 0.180], [0.664, -4.333, -1.306], [-0.529, -1.801, -3.968], [0.345, -0.434, -4.691], [-1.405, -0.340, -4.478], [-0.646, 1.847, -4.472], [-0.496, 4.277, -4.005], [0.075, 5.032, -1.683], [0.512, 3.285, 0.040], [3.466, -2.205, -1.357], [3.462, -1.936, 0.389], [4.042, -3.295, 1.091], [1.957, -1.378, 0.839], [4.817, -0.547, 0.647], [5.964, -0.998, 1.291], [7.024, -0.139, 1.544], [6.948, 1.187, 1.149], [5.810, 1.651, 0.506], [4.748, 0.791, 0.260], [3.293, 1.490, -0.507], [2.327, 1.634, 0.597], [3.714, 2.756, -1.074], [2.834, 0.507, -1.488], [3.142, -1.373, -1.745], [5.995, -2.040, 1.588], [7.908, -0.506, 2.053], [7.772, 1.865, 1.341], [5.725, 2.679, 0.182], [1.129, 7.725, 2.134], [1.023, 6.386, 2.574], [0.030, 6.023, 3.480], [-0.114, 4.700, 3.868], [0.744, 3.734, 3.364], [1.743, 4.088, 2.468], [1.875, 5.409, 2.068], [0.547, 2.020, 3.811], [-0.353, 1.996, 4.942], [1.871, 1.490, 3.992], [-0.070, 1.324, 2.505], [-1.270, 1.706, 2.032], [-1.600, 1.027, 0.906], [-2.727, 1.319, 0.302], [-3.587, 2.303, 0.783], [-3.158, 2.959, 1.925], [-2.027, 2.689, 2.561], [0.859, 8.392, 2.842], [2.049, 7.943, 1.780], [-0.644, 6.782, 3.864], [-0.892, 4.394, 4.553], [2.390, 3.320, 2.067], [2.641, 5.679, 1.348], [-2.944, 0.746, -0.596], [-4.518, 2.551, 0.295], [-3.758, 3.760, 2.354]],
  "forces_ev_per_angstrom": [[-0.4, -0.1, 0.4], [0.0, 0.0, 0.0], [0.0, 0.1, 0.0], [0.1, -0.1, 0.1], [-0.1, 0.3, -0.1], [0.0, -0.1, -0.2], [0.0, -0.1, 0.2], [0.1, 0.1, 0.1], [0.0, 0.0, -0.1], [0.0, 0.0, 0.0], [0.0, 0.0, 0.1], [0.0, 0.0, 0.0], [0.0, 0.0, 0.0], [0.0, 0.0, 0.0], [0.0, 0.0, 0.0], [0.0, 0.1, -0.1], [0.0, 0.0, 0.0], [0.0, 0.0, 0.0], [0.0, 0.0, 0.0], [0.0, 0.0, 0.0], [0.0, 0.0, 0.0], [0.0, 0.0, 0.0], [0.0, 0.0, 0.0], [0.0, 0.0, 0.0], [0.0, 0.0, 0.0], [0.0, 0.0, 0.0], [0.0, 0.0, 0.0], [0.0, 0.0, 0.0], [0.0, 0.0, 0.0], [0.0, 0.1, 0.1], [-0.1, -0.1, 0.0], [0.0, 0.0, 0.0], [0.2, 0.0, -0.1], [0.0, 0.0, 0.0], [0.0, 0.0, 0.0], [0.0, 0.0, 0.0], [0.0, 0.0, 0.0], [0.0, 0.0, 0.0], [0.0, 0.0, 0.1], [0.0, 0.0, -0.1], [0.1, -0.1, -0.2], [-0.1, 0.0, 0.1], [0.1, 0.1, 0.0], [0.0, 0.0, 0.0], [0.0, 0.0, 0.0], [0.0, 0.0, 0.0], [0.0, 0.0, 0.0], [0.0, 0.0, 0.0], [0.0, 0.0, 0.0], [0.0, 0.0, 0.0], [0.0, 0.0, 0.0], [0.1, 0.0, 0.0], [0.0, 0.0, 0.0], [0.0, 0.0, 0.0], [0.0, 0.0, 0.0], [0.0, 0.0, 0.0], [0.0, 0.0, 0.0], [0.0, 0.0, 0.0], [0.0, 0.1, -0.1], [0.3, -0.1, 0.0], [0.0, 0.1, -0.1], [-0.1, 0.0, 0.0], [0.0, 0.0, 0.0], [0.0, 0.0, 0.0], [-0.2, 0.0, 0.0], [0.0, 0.0, 0.0], [0.0, 0.0, 0.0], [0.0, 0.0, 0.0], [0.0, 0.0, 0.0], [0.0, 0.0, 0.0], [0.0, 0.0, 0.0], [0.0, 0.0, 0.0], [0.0, 0.0, 0.0], [0.0, 0.0, 0.0]],
  "mulliken_spin": [4.6590, -0.0002, 0.0018, 0.0003, 0.0176, 0.0113, -0.0025, 0.0189, 0.0108, -0.0008, 0.0449, 0.0021, 0.0004, 0.0052, 0.0131, -0.0718, -0.0002, 0.0008, -0.0003, 0.0005, 0.0004, -0.0004, -0.0004, 0.0007, 0.0005, 0.0005, -0.0001, 0.0000, 0.0273, 0.0032, 0.0267, 0.0031, 0.0762, 0.0012, -0.0014, 0.0002, 0.0003, 0.0000, 0.0077, 0.0046, 0.0395, 0.0032, 0.0157, 0.0034, 0.0003, 0.0000, 0.0000, 0.0000, 0.0000, 0.0002, 0.0000, -0.0001, 0.0020, -0.0027, 0.0010, 0.0048, 0.0020, 0.0008, 0.0451, -0.0131, 0.0218, 0.0120, -0.0003, 0.0017, 0.0001, 0.0000, 0.0000, 0.0000, 0.0002, -0.0009, -0.0001, 0.0023, -0.0004, 0.0000],
  "multiplicity": 6,
  "total_charge": -2,
  "gap_ev": [6.4, 6.4],
  "e_above_lowest_kcal_mol": 3.81,
  "lumo_energy_ev": [4.294, 4.293],
  "homo_ev": [-2.088, -2.105]
}

{
  "formula": "C6H12N4O2",
  "method": "ωB97M-V with the def2-TZVPD basis set",
  "symbols": ["C", "N", "C", "N", "C", "C", "C", "O", "O", "N", "C", "N", "H", "H", "H", "H", "H", "H", "H", "H", "H", "H", "H", "H"],
  "xyz": [[-2.796, -0.883, -0.510], [-1.962, -0.554, -1.681], [-0.505, -0.534, -1.396], [-0.240, -0.298, 0.040], [0.942, -0.931, 0.668], [1.885, 0.304, 0.977], [3.452, 0.178, 0.758], [3.842, -0.804, 0.100], [4.222, 1.055, 1.266], [1.285, 1.393, 0.117], [-0.122, 1.111, 0.373], [-1.051, 1.913, 0.841], [-2.478, -1.829, 0.015], [-3.860, -1.031, -0.859], [-2.848, -0.060, 0.251], [-2.153, -1.188, -2.458], [0.041, -1.454, -1.748], [-0.059, 0.326, -1.989], [0.552, -1.201, 1.693], [1.350, -1.865, 0.220], [1.765, 0.748, 1.999], [1.559, 1.159, -0.850], [-1.279, 2.840, 0.486], [-1.543, 1.605, 1.686]],
  "forces_ev_per_angstrom": [[-1.0, -0.7, 0.1], [0.3, 0.0, 0.7], [-0.3, 0.8, -0.8], [-0.8, 0.4, 1.1], [-0.3, 0.2, 2.5], [-0.8, 1.0, 0.4], [3.6, 0.8, 0.0], [-1.5, -0.2, -0.1], [-2.8, -1.0, -0.4], [-0.8, 1.6, 0.2], [4.0, -2.7, -2.8], [-0.5, -0.5, 0.5], [-0.3, 0.9, -0.3], [1.2, 0.1, 0.2], [0.3, -0.7, -0.9], [0.0, 0.3, 0.4], [-0.5, 0.7, 0.8], [-0.4, -0.9, 0.4], [0.5, -0.3, -1.0], [-0.1, 1.2, -0.2], [0.0, -1.0, -0.5], [-0.5, 0.2, 0.3], [1.1, 0.0, 0.5], [-0.5, -0.2, -1.1]],
  "mulliken_charge": [-0.6157, -0.3641, -0.4740, 0.1524, -0.7384, 0.2377, 0.3149, -0.6470, -0.6966, -0.4953, 0.1341, -0.2026, 0.2561, 0.3314, 0.0982, 0.2809, 0.3228, 0.2472, 0.2238, 0.4282, 0.2949, 0.3400, 0.2616, 0.3092],
  "total_charge": 0,
  "gap_ev": 5.5,
  "e_above_lowest_kcal_mol": 103.95,
  "lumo_energy_ev": -2.254,
  "homo_ev": -7.774
}

{
  "formula": "C4H8N2O2",
  "method": "ωB97M-V with the def2-TZVPD basis set",
  "symbols": ["C", "N", "C", "C", "C", "O", "O", "N", "H", "H", "H", "H", "H", "H", "H", "H"],
  "xyz": [[-1.663, -0.643, -0.709], [-1.118, 0.507, -0.022], [0.172, 0.950, 0.512], [0.819, -0.280, 0.826], [1.131, -1.544, 0.920], [1.215, 0.517, -1.572], [0.067, 1.976, 1.459], [1.378, 1.024, -0.260], [2.128, 0.506, -1.890], [0.559, 2.717, 1.068], [-1.825, 1.182, 0.253], [-0.923, -1.384, -1.013], [-2.131, -0.312, -1.641], [-2.424, -1.088, -0.060], [0.450, -2.276, 1.338], [2.165, -1.851, 0.792]],
  "forces_ev_per_angstrom": [[0.3, 0.2, -0.2], [-0.6, 3.3, 0.3], [-3.0, -2.9, 0.1], [2.5, 1.4, -0.5], [0.5, 0.4, 0.5], [-0.1, 0.2, 0.1], [-0.1, -0.5, -1.1], [0.7, -1.5, 0.9], [-0.2, 0.0, 0.1], [-0.1, -0.2, 0.2], [0.2, -0.2, -0.3], [0.1, 0.1, 0.4], [-0.1, -0.1, 0.0], [0.1, -0.3, -0.2], [0.0, 0.1, 0.3], [-0.2, -0.2, -0.7]],
  "mulliken_charge": [-0.8527, -0.2495, 1.7738, -0.5496, -0.8876, -0.3767, -0.5356, -0.6941, 0.3649, 0.3603, 0.2079, 0.3010, 0.2873, 0.3010, 0.2828, 0.2667],
  "total_charge": 0,
  "gap_ev": 8.8,
  "e_above_lowest_kcal_mol": 164.34,
  "lumo_energy_ev": 0.867,
  "homo_ev": -7.973
}